{
  "formula": "C19H18N4O3S",
  "method": "ωB97M-V/def2-TZVPD",
  "spin_multiplicity": 1,
  "energy_ev": -42934.845,
  "e_homo_ev": -7.882,
  "gap_ha": 0.30603,
  "total_charge": 0,
  "lumo_energy_ev": 0.4,
  "smiles": "COc1ccccc1NC(=O)CSc1nc(N)c(-c2ccccc2)c(=O)[nH]1",
  "relative_energy_kcal_mol": 0.00,
  "symbols": ["C", "H", "H", "H", "C", "H", "C", "C", "C", "H", "N", "H", "H", "H", "C", "H", "O", "C", "C", "C", "H", "O", "C", "S", "H", "C", "C", "H", "C", "N", "O", "N", "N", "C", "H", "H", "H", "H", "C", "C", "H", "C", "H", "C", "C"],
  "xyz": [[4.8783, -2.5778, 0.1588], [1.9344, -1.3828, 1.3028], [5.5070, -3.4535, 0.2259], [-2.6113, 4.3648, 0.0889], [-2.6657, 0.0401, 0.5960], [-2.7923, 1.4303, -0.8617], [3.2560, -0.3184, -0.0141], [-1.9455, 2.4089, 0.7194], [4.4834, -0.3590, -0.6690], [-0.5561, -0.3177, -0.8330], [0.2557, 1.9220, -0.3994], [3.3492, -3.3854, 1.4223], [-4.9632, -1.7506, -2.1478], [6.2375, -1.5000, -1.0935], [-2.3230, -0.3456, 1.8824], [-1.9643, 3.3716, -1.2519], [4.1736, 2.4032, 0.4360], [0.7797, 3.0572, -0.0793], [3.0112, 2.1568, 0.1895], [-2.9629, -2.6040, 1.3891], [4.8061, 0.4974, -1.2395], [-3.4594, -0.4454, -1.5671], [-4.0149, -1.3371, -2.5035], [-0.2617, 4.4578, 0.0340], [0.9339, -1.1843, -0.7130], [2.8608, -1.4199, 0.7444], [-1.8602, 3.6287, -0.1994], [-2.1991, -1.9560, 3.2778], [2.4085, 0.8841, -0.0901], [2.0848, 3.2297, 0.1782], [-1.5810, 2.4459, 1.8700], [0.4486, -0.3116, -0.8263], [-2.5324, 1.3457, 0.1115], [-3.1650, -0.9190, -0.3094], [-3.6951, -2.9793, -0.5799], [-3.3247, -2.1530, -2.7390], [-1.9401, 0.3935, 2.5651], [-4.1929, -0.7468, -3.4010], [-2.4699, -1.6666, 2.2746], [5.2862, -1.4813, -0.5821], [-3.0829, -3.6327, 1.6922], [1.0634, 0.8228, -0.4045], [2.4515, 4.1421, 0.4214], [3.6655, -2.5412, 0.8263], [-3.3115, -2.2335, 0.0977]],
  "atomic_forces_ev_per_a": [[0.03, -0.08, 0.04], [-0.07, 0.02, 0.04], [0.05, -0.06, 0.01], [0.01, -0.02, -0.01], [-0.09, -0.04, -0.02], [0.15, 0.14, 0.14], [0.02, -0.04, 0.00], [-0.35, 0.21, -0.13], [-0.04, -0.06, -0.03], [-0.02, -0.04, 0.03], [0.07, 0.14, -0.17], [-0.01, -0.06, 0.04], [0.05, 0.01, 0.01], [0.07, 0.00, -0.05], [0.05, 0.08, 0.05], [-0.10, -0.03, 0.06], [0.28, 0.06, 0.05], [-0.20, -0.25, -0.20], [-0.39, 0.04, -0.04], [0.04, -0.03, 0.14], [0.03, 0.08, -0.03], [0.21, 0.20, 0.55], [-0.11, -0.16, -0.24], [-0.20, 0.30, 0.04], [-0.10, -0.02, -0.05], [0.07, 0.10, 0.00], [0.62, 0.07, 0.06], [0.03, -0.02, 0.10], [-0.09, -0.06, 0.10], [0.03, 0.22, 0.06], [-0.02, -0.02, 0.19], [0.11, -0.02, 0.07], [-0.57, -0.30, -0.33], [0.04, 0.07, 0.04], [-0.04, -0.03, -0.10], [-0.03, 0.03, 0.03], [0.00, 0.05, 0.01], [-0.01, -0.10, 0.04], [-0.06, -0.16, -0.08], [0.06, -0.02, -0.04], [-0.01, -0.09, 0.03], [0.49, 0.14, -0.17], [0.02, -0.16, 0.00], [0.01, -0.17, 0.02], [-0.05, 0.08, -0.23]]
}

{
  "formula": "C19H18N4O4S3",
  "method": "ωB97M-V/def2-TZVPD",
  "spin_multiplicity": 1,
  "energy_ev": -66648.323,
  "e_homo_ev": -7.557,
  "gap_ha": 0.28114,
  "total_charge": 0,
  "lumo_energy_ev": 0.1,
  "relative_energy_kcal_mol": 9.54,
  "symbols": ["C", "C", "O", "H", "C", "C", "H", "C", "N", "C", "O", "H", "H", "C", "H", "H", "C", "C", "H", "S", "C", "H", "C", "C", "S", "C", "C", "C", "H", "H", "H", "H", "S", "C", "H", "H", "O", "O", "N", "N", "H", "C", "C", "N", "C", "H", "H", "H"],
  "xyz": [[-3.0096, -1.2595, 1.0164], [-4.1703, 2.2831, -2.2044], [-0.3163, 2.7464, 1.2737], [4.4003, -0.5981, 1.6227], [1.2896, 0.9832, 0.8952], [-2.3548, 3.6992, -1.0660], [-5.5370, -2.7008, -0.7577], [3.5702, 0.7527, 0.0314], [-1.7830, -0.6735, 1.2298], [-3.1078, -1.1990, -1.6091], [5.0148, -2.7903, 0.1966], [6.4530, 0.1180, -0.4935], [6.8397, -1.1748, 0.7428], [4.0621, -0.5951, 0.5884], [7.0268, -1.5185, -0.9563], [2.5444, -1.2317, 2.6542], [1.8289, -1.1602, 1.8250], [-3.6756, -1.6056, -0.2712], [1.2253, -2.0630, 1.8483], [-5.2920, -2.3266, 1.7088], [1.0357, 0.1052, 1.9248], [4.6204, -1.4246, -1.3361], [-4.8591, -2.2606, -0.0276], [4.9615, -1.4615, -0.2902], [-0.1281, 0.2831, 3.2547], [6.3980, -0.9738, -0.2294], [2.5702, -0.9499, 0.5083], [-2.4672, 1.1807, -1.2138], [5.6322, -3.3192, -0.3304], [-5.1414, 0.4684, -2.9630], [-1.5441, 0.9760, -0.6642], [-3.0042, 4.5362, -1.3670], [-2.8854, -1.1328, 3.5599], [-3.7551, -1.5698, 2.1092], [2.3450, -1.7467, -0.1770], [-1.3483, 3.8070, -1.5238], [0.7277, 2.5794, -0.6897], [3.9905, 1.8849, 0.2916], [2.2293, 0.3819, 0.0426], [-3.2653, 0.2895, -1.7544], [-3.6425, -1.6948, -2.3968], [0.5752, 2.2369, 0.5098], [-4.3340, 0.9268, -2.3805], [-2.9917, 2.4221, -1.4783], [-1.5735, -0.5253, 2.5500], [-2.0603, -1.4664, -1.7040], [-2.2644, 3.6519, 0.0323], [-4.8298, 3.1094, -2.5321]],
  "atomic_forces_ev_per_a": [[-0.20, -0.02, -1.44], [0.47, -1.10, 0.27], [1.59, -1.22, -0.16], [0.27, 0.59, -0.10], [-0.56, -1.32, 1.93], [0.13, 0.02, 0.32], [0.12, 0.26, 0.26], [0.88, 4.10, 3.89], [0.27, 0.25, 2.01], [-0.35, 0.46, 0.92], [-0.97, -0.73, 0.21], [0.13, -0.92, 0.39], [-0.18, 0.25, 0.23], [-0.34, -1.87, -1.77], [-0.29, 0.19, 0.10], [-0.18, -0.11, 0.07], [0.61, 0.18, 0.30], [0.01, -0.36, 1.64], [-0.19, -0.03, -0.10], [1.23, 0.19, -0.97], [-0.66, 1.18, -0.77], [-0.21, -0.06, 0.19], [0.50, 0.66, 0.59], [1.42, 0.43, 0.14], [-0.72, -0.35, -0.66], [0.44, 1.29, -1.11], [0.04, -1.43, 1.01], [-0.13, 2.40, -0.15], [-0.22, 0.40, 0.11], [0.69, -0.22, 0.60], [-0.36, 0.25, -0.11], [0.15, -0.49, 0.07], [-0.01, 0.02, -0.60], [-0.58, -0.27, 0.48], [-0.10, -0.24, -0.60], [-0.63, -0.29, 0.45], [0.48, -0.46, 0.28], [-0.21, -2.23, -1.80], [0.04, -0.15, -1.41], [-0.91, -1.29, -0.94], [-0.31, 0.05, -0.50], [-2.75, 1.83, -0.83], [-0.35, 0.99, -0.23], [0.46, -0.69, 0.00], [0.13, 0.05, -2.14], [0.17, 0.26, 0.09], [0.31, 0.23, -0.52], [0.88, -0.65, 0.37]]
}

{
  "formula": "C19H19AsN5ReS5Se2",
  "method": "ωB97M-V/def2-TZVPD",
  "spin_multiplicity": 1,
  "energy_ev": -275287.488,
  "e_homo_ev": -13.654,
  "gap_ha": 0.25599,
  "total_charge": 2,
  "lumo_energy_ev": -6.7,
  "relative_energy_kcal_mol": 18.09,
  "symbols": ["S", "H", "H", "Se", "C", "S", "N", "H", "H", "C", "C", "S", "H", "As", "C", "C", "C", "C", "H", "H", "C", "S", "C", "C", "C", "H", "Re", "C", "H", "H", "C", "H", "H", "C", "N", "C", "C", "C", "H", "H", "H", "S", "N", "H", "N", "H", "Se", "H", "H", "N", "C", "C"],
  "xyz": [[-1.1723, -1.2955, 0.8770], [-0.2845, 3.6904, 2.4497], [2.1705, -5.4172, 1.5505], [3.9980, -0.4190, -0.4900], [1.7716, -3.3777, 1.0719], [-2.0880, -3.2489, -3.9681], [-4.5075, 0.1223, 2.9809], [-0.4779, 1.6634, 1.0724], [5.2691, -3.1904, -0.4339], [2.6168, 1.2725, 1.9853], [1.7839, 1.4512, -4.5938], [-1.9005, -0.3866, 2.6293], [-6.1135, 1.3621, 2.4009], [-1.6179, -1.8688, -2.5872], [0.9367, 2.5267, -4.8351], [0.7956, 1.1952, -2.4268], [-3.5443, -0.1512, 2.1175], [0.0167, 2.9357, -3.8723], [2.3617, -0.0667, -3.1751], [0.9872, 3.0481, -5.7808], [-0.0675, 2.2663, -2.6685], [0.1881, -2.4431, -1.5176], [1.7248, 0.7835, -3.3844], [1.7677, 3.2789, 2.9834], [4.2805, -3.2767, -0.0071], [2.4858, 1.1339, -5.3519], [0.8041, -0.6399, 0.0015], [-5.7967, 0.3253, 2.3008], [-3.4241, -0.4469, 0.0752], [-4.3807, 0.1394, 3.9794], [3.8186, -4.4707, 0.5342], [-0.7949, 2.5509, -1.9195], [0.7625, -3.3730, 1.4625], [3.4501, -2.1790, 0.0326], [1.4232, 0.9635, 1.4550], [-5.4576, -0.0508, 0.8422], [2.8178, 2.4093, 2.7573], [0.4363, 1.8746, 1.6044], [-5.9180, -0.9888, 0.5344], [3.8054, 2.6194, 3.1438], [1.9083, 4.1637, 3.5887], [-2.5672, -0.1142, -2.1022], [0.6796, 0.4981, -1.2466], [4.4474, -5.3503, 0.5255], [-3.9957, -0.2017, 0.8831], [-5.7358, 0.7288, 0.1377], [4.2087, 0.2303, 1.7257], [-0.6410, 3.7682, -4.0762], [-6.5567, -0.3221, 2.7320], [2.2130, -2.2252, 0.5359], [2.5578, -4.5136, 1.1030], [0.5546, 3.0163, 2.3632]],
  "atomic_forces_ev_per_a": [[0.06, -0.15, 0.16], [-0.01, 0.01, -0.01], [0.00, 0.00, -0.01], [-0.27, -0.03, -0.06], [0.09, -0.06, 0.07], [-0.02, 0.14, 0.04], [0.02, -0.04, 0.06], [-0.10, -0.06, 0.06], [0.02, -0.01, 0.01], [0.08, -0.03, -0.06], [0.02, -0.02, 0.02], [0.15, 0.14, -0.06], [0.01, -0.01, 0.00], [-0.06, -0.21, -0.07], [-0.04, -0.01, 0.09], [-0.10, 0.00, 0.04], [-0.06, 0.06, -0.17], [0.06, 0.00, -0.06], [-0.01, 0.02, -0.05], [0.01, 0.00, -0.02], [-0.06, 0.14, 0.01], [0.08, 0.07, -0.08], [0.05, -0.07, -0.04], [-0.02, -0.05, -0.04], [-0.01, 0.05, -0.01], [0.02, -0.01, 0.00], [0.78, 0.32, -0.35], [-0.07, 0.00, 0.01], [-0.04, 0.11, -0.01], [0.01, 0.03, -0.01], [0.03, -0.03, 0.01], [0.03, -0.03, -0.01], [0.05, -0.02, -0.02], [0.10, -0.01, -0.06], [-0.04, -0.02, -0.18], [-0.05, 0.00, -0.01], [-0.05, 0.02, 0.05], [-0.05, 0.01, 0.17], [0.01, 0.02, 0.00], [0.00, 0.00, 0.01], [0.00, 0.01, 0.00], [-0.01, -0.08, -0.19], [-0.28, 0.18, 0.09], [0.01, -0.02, -0.01], [0.06, -0.08, 0.17], [0.00, -0.01, 0.00], [0.00, 0.08, 0.13], [-0.02, 0.02, 0.01], [0.00, 0.02, -0.01], [-0.40, -0.39, 0.36], [-0.04, 0.03, 0.01], [0.07, -0.01, 0.00]]
}

{
  "formula": "C19H19BrN4O6SW",
  "method": "ωB97M-V/def2-TZVPD",
  "spin_multiplicity": 3,
  "energy_ev": -120947.953,
  "e_homo_ev": [-14.739, -15.001],
  "gap_ha": [0.27422, 0.29260],
  "total_charge": 2,
  "s2": 2.010,
  "lumo_energy_ev": [-7.3, -7.0],
  "relative_energy_kcal_mol": 5.84,
  "symbols": ["C", "H", "H", "C", "C", "C", "C", "O", "H", "C", "O", "H", "C", "H", "W", "C", "O", "H", "H", "C", "O", "H", "C", "H", "H", "H", "C", "H", "C", "H", "H", "H", "N", "Br", "C", "O", "C", "C", "C", "C", "O", "N", "H", "N", "H", "C", "N", "H", "C", "H", "S"],
  "xyz": [[-0.2379, 3.5432, -0.4352], [1.7953, 3.5733, -1.1384], [0.0534, 3.2764, 0.5796], [2.7935, -1.5391, -2.6981], [4.1504, -1.8416, -2.7394], [-1.0541, -3.4716, -1.7145], [-1.7017, 2.5749, 3.6477], [2.1644, -2.3429, 1.8662], [-2.1360, -5.0648, -2.5040], [0.8517, 3.1015, -1.4237], [-3.5981, 1.6404, -0.4762], [-1.5306, -0.6470, 1.5292], [4.0839, -2.2256, -0.3739], [-0.5053, -3.9561, -0.9251], [0.1429, -0.6670, -1.0585], [-1.8784, -1.9710, -3.0702], [0.7995, 0.8361, -2.3126], [-2.0329, -0.9976, -3.5019], [-1.1873, 0.2671, 6.1025], [2.7506, -1.9191, -0.4202], [-1.5406, 0.4259, -0.8529], [-3.1587, -3.4183, -4.1568], [-1.5434, 0.2680, 2.1037], [5.8617, -2.3904, -1.5808], [4.5271, -2.5279, 0.5646], [-1.7796, 3.4699, 4.2515], [-1.3959, 1.3548, 4.2592], [-2.1694, 3.6085, 1.8334], [4.8051, -2.1587, -1.5653], [4.6640, -1.8388, -3.6896], [-1.8749, 1.8886, 6.2791], [-2.2185, 3.4931, -1.2860], [-1.0019, -2.1758, -2.0121], [1.8673, -1.2492, -4.2968], [-1.8139, 1.5006, 1.5175], [1.0892, 1.0535, -0.1870], [-2.4394, -3.1561, -3.4017], [-1.1461, 1.2896, 5.7342], [0.9852, 1.6271, -1.3102], [-1.3273, 0.2081, 3.4677], [0.5430, -1.9378, 0.3433], [2.1133, -1.5238, -1.5500], [-0.3461, 4.6249, -0.4746], [-1.9096, -4.0816, -2.5308], [0.6186, 3.3693, -2.4521], [1.8335, -2.0816, 0.7593], [-1.5630, 2.9717, -0.7166], [-0.1573, 1.6922, 5.9635], [-1.9169, 2.6589, 2.2885], [-1.1132, -0.7472, 3.9287], [-2.2156, 1.6126, -0.1643]],
  "atomic_forces_ev_per_a": [[-0.04, -0.01, -0.01], [-0.01, -0.01, 0.00], [0.00, -0.01, -0.02], [0.04, 0.00, 0.00], [-0.02, 0.01, -0.01], [0.01, 0.01, 0.01], [0.00, -0.01, 0.02], [0.00, -0.05, -0.02], [0.00, 0.00, 0.00], [0.05, 0.03, 0.00], [-0.02, -0.01, -0.01], [0.02, -0.02, -0.05], [0.00, -0.01, -0.04], [0.00, 0.00, 0.00], [0.02, 0.08, -0.60], [0.02, -0.02, -0.02], [-0.04, -0.12, 0.09], [0.00, 0.00, -0.01], [0.00, 0.00, 0.00], [-0.01, -0.03, 0.08], [-0.19, -0.24, 0.37], [0.00, 0.00, 0.00], [0.02, -0.01, 0.03], [0.00, 0.00, 0.00], [0.00, 0.00, 0.00], [0.00, 0.00, 0.01], [0.00, 0.01, -0.01], [0.00, -0.01, 0.01], [0.01, -0.01, 0.02], [0.00, 0.00, 0.00], [0.00, 0.00, 0.00], [0.00, -0.01, -0.01], [-0.01, 0.04, -0.02], [-0.01, 0.01, 0.01], [-0.01, -0.06, -0.02], [0.02, 0.01, 0.08], [-0.03, 0.02, 0.03], [0.00, 0.01, 0.00], [0.07, 0.04, 0.07], [-0.01, 0.02, -0.02], [0.11, 0.31, 0.15], [-0.07, -0.06, -0.03], [-0.01, 0.00, 0.00], [0.02, -0.02, -0.02], [0.00, 0.02, 0.00], [-0.05, -0.01, 0.04], [0.10, 0.01, 0.01], [0.00, 0.00, 0.00], [-0.02, 0.03, -0.03], [0.00, 0.00, -0.01], [0.04, 0.06, -0.11]]
}

{
  "formula": "C19H19Cl2N2",
  "method": "ωB97M-V/def2-TZVPD",
  "spin_multiplicity": 1,
  "energy_ev": -48029.300,
  "e_homo_ev": -10.796,
  "gap_ha": 0.19097,
  "total_charge": 1,
  "lumo_energy_ev": -5.6,
  "relative_energy_kcal_mol": 24.46,
  "symbols": ["H", "Cl", "H", "H", "C", "H", "H", "C", "H", "H", "H", "H", "C", "C", "H", "C", "H", "C", "H", "N", "H", "H", "H", "C", "H", "C", "C", "Cl", "C", "C", "C", "C", "C", "H", "N", "H", "H", "C", "C", "C", "C", "C"],
  "xyz": [[-2.8124, -2.6010, 8.1154], [6.4539, 1.3452, 2.1254], [-3.5860, -3.2012, 4.6041], [-1.7388, 1.3283, 2.2433], [3.6175, -1.4372, 2.1829], [-5.8519, -1.3661, 2.1098], [-0.0540, 0.3466, 1.8975], [-0.0532, -0.7011, 2.1311], [-1.2664, -2.4053, 2.3968], [1.6492, 1.3252, 2.2290], [5.7487, -1.3923, 2.1240], [-0.1535, -0.6696, 5.8965], [-1.0134, -1.5430, 7.7121], [-1.2698, -1.3408, 2.2414], [-0.5207, -2.1022, 8.5173], [-2.6280, 0.7281, 2.2002], [3.5587, -2.5116, 2.1840], [3.7596, 1.3340, 2.1680], [-1.1610, -0.5088, 8.0429], [-2.2846, -2.1576, 7.3588], [-3.9685, -3.8629, 6.1945], [-3.6665, -2.4981, 2.1435], [1.1522, -2.4041, 2.4102], [4.9219, 0.5708, 2.1457], [-2.7016, -4.6005, 5.2078], [-3.7218, -1.4245, 2.1638], [-5.0129, 0.5927, 2.1477], [-6.5415, 1.3765, 2.1345], [2.4248, -0.6855, 2.2020], [2.5366, 0.7216, 2.1918], [-2.1449, -2.7626, 6.0951], [-3.1574, -3.6541, 5.4965], [1.1627, -1.3396, 2.2511], [0.7548, -2.0695, 6.5004], [-1.0144, -2.4838, 5.5305], [-3.9150, 2.4235, 2.2049], [3.8345, 2.4085, 2.1764], [-2.5264, -0.6787, 2.1944], [4.8385, -0.8186, 2.1470], [-4.9387, -0.7974, 2.1363], [-0.2544, -1.6531, 6.3751], [-3.8464, 1.3489, 2.1820]],
  "atomic_forces_ev_per_a": [[0.20, 0.15, -0.77], [-0.18, -0.11, -0.01], [-0.03, 0.05, -0.01], [0.13, 0.20, 0.03], [-0.54, 0.11, 0.03], [-0.14, -0.13, -0.02], [0.01, 0.25, 0.06], [0.11, 0.06, -0.18], [-0.05, -0.36, 0.07], [-0.12, 0.22, 0.01], [0.13, -0.14, 0.00], [0.15, 0.00, 0.16], [0.05, 0.07, 0.29], [0.20, 0.14, 0.15], [-0.03, 0.12, -0.11], [0.10, -0.39, -0.01], [0.03, -0.25, 0.03], [0.14, 0.38, 0.01], [0.11, -0.20, -0.05], [-0.87, -0.66, -0.22], [0.00, 0.03, -0.06], [-0.03, -0.28, 0.03], [0.06, -0.37, 0.05], [-0.10, -0.18, -0.01], [0.05, 0.07, 0.01], [0.52, 0.18, 0.02], [0.08, -0.16, 0.03], [0.20, -0.12, -0.01], [0.36, 0.18, -0.01], [-0.11, -0.43, 0.00], [1.93, 0.81, 0.95], [-0.56, -0.25, 0.13], [-0.27, 0.23, 0.02], [-0.14, 0.22, 0.00], [-2.00, -1.40, -1.20], [0.00, 0.15, -0.01], [0.00, 0.15, -0.01], [-0.33, 0.15, -0.04], [0.52, 0.08, -0.02], [-0.51, 0.06, -0.02], [1.13, 1.05, 0.69], [-0.19, 0.36, 0.01]]
}